Formula: C38H42BrF4NNiO7PSb
Source: the Open Molecules 2025 dataset
Level of theory: ωB97M-V with the def2-TZVPD basis set

ΔE to the lowest compared entry with this formula, charge and spin: 35.6 kcal per mole
HOMO energy (spin up / spin down): -12.96 / -12.96 eV
Spin multiplicity: 1
Net charge: +2
Electronic energy: -7117.223530 a.u.

Cartesian coordinates (Å):
Sb  0.003  -3.551  0.491
Br  -1.771  0.914  -2.728
Ni  0.015  0.077  -1.197
P  -0.791  1.574  0.322
F  -2.850  6.244  -0.337
F  -3.330  3.182  -3.829
F  -3.818  5.604  -2.770
F  -1.493  4.475  1.089
O  2.009  0.585  -2.758
O  1.889  0.054  -0.727
O  -0.682  -1.771  -0.189
O  3.131  0.994  -4.603
O  0.758  5.863  -2.105
O  2.620  7.016  -2.869
O  -0.397  -1.683  -1.611
N  1.707  1.015  -1.493
C  -2.619  5.051  -0.846
C  1.678  -2.908  1.682
C  0.297  -4.706  -1.352
C  -4.202  -0.270  1.436
C  2.623  2.978  -3.405
C  1.340  7.187  -2.230
C  3.714  3.675  -3.878
C  1.339  -1.529  2.238
C  1.551  3.649  -2.779
C  -0.977  -4.539  -2.172
C  -2.399  1.534  2.569
C  2.761  5.687  -3.114
C  -2.150  0.979  1.315
C  -1.849  -2.854  2.698
C  -1.742  -3.957  1.648
C  -3.047  0.070  0.745
C  -1.884  4.124  -0.133
C  -3.112  4.729  -2.092
C  -3.549  1.174  3.254
C  -4.450  0.279  2.691
C  -1.591  2.876  -0.655
C  -2.103  2.585  -1.909
C  0.805  1.828  2.568
C  1.910  2.321  3.250
C  2.733  3.261  2.645
C  1.834  -3.945  2.798
C  -1.560  -5.338  2.288
C  2.452  3.723  1.364
C  3.810  5.064  -3.726
C  -2.914  -3.929  0.668
C  1.536  -4.130  -2.023
C  0.513  2.302  1.288
C  2.636  1.537  -3.682
C  1.348  3.243  0.677
C  2.897  -2.870  0.760
C  0.491  -6.134  -0.847
C  1.661  4.997  -2.661
C  -2.854  3.479  -2.629
H  1.127  -0.802  1.467
H  -3.751  1.612  4.224
H  0.964  -3.982  3.458
H  2.697  -3.662  3.412
H  2.221  -1.169  2.785
H  -0.368  -6.504  -0.285
H  0.704  7.806  -2.851
H  1.396  -6.252  -0.247
H  -0.792  -5.038  -3.133
H  1.480  7.614  -1.244
H  4.664  5.621  -4.091
H  0.600  -6.782  -1.727
H  -1.220  -3.501  -2.387
H  0.172  1.084  3.039
H  3.154  -3.857  0.375
H  -5.355  0.016  3.229
H  0.505  -1.558  2.939
H  1.639  -4.640  -2.991
H  2.128  1.971  4.252
H  3.603  3.635  3.173
H  0.662  3.130  -2.436
H  4.504  3.131  -4.377
H  -1.462  -6.134  1.545
H  3.755  -2.519  1.347
H  -1.049  -2.912  3.437
H  -2.797  -2.997  3.235
H  -2.878  -4.754  -0.042
H  2.443  -4.324  -1.456
H  -2.849  -0.371  -0.227
H  3.098  4.457  0.896
H  -1.870  -1.852  2.266
H  -0.701  -5.380  2.962
H  2.773  -2.184  -0.079
H  -3.840  -4.039  1.247
H  1.449  -3.065  -2.225
H  1.132  3.613  -0.320
H  -4.915  -0.958  0.991
H  -1.723  2.264  2.998
H  -2.975  -2.989  0.116
H  -2.451  -5.565  2.886
H  -1.831  -5.030  -1.709
H  2.030  -4.952  2.415